Entry from OMol25: a molecular structure, C2H4O2 in a non-equilibrium geometry (wB97M-V/def2-TZVPD).

Last column: Mulliken charge in e.
Positions of all 8 atoms, in Å:
O (-1.26971, 0.25664, -0.21079)  -0.47
C (-0.27931, -0.71541, -0.06919)  -0.53
C (1.48304, 0.78595, 0.01962)  -0.02
O (0.77192, 1.65416, 0.28735)  -0.27
H (-0.98397, 1.10059, 0.18003)  0.35
H (-0.26752, -1.13114, 0.94972)  0.31
H (-0.44274, -1.46007, -0.83387)  0.31
H (0.98829, -0.49073, -0.32285)  0.32

The frontier orbital gap comes out at 10.92 eV. The value obtained for the HOMO energy is -9.8 eV. The calculation puts the relative energy (zero: lowest compared OMol25 entry of this formula, charge and spin) at 309.9 kJ/mol.

=====

Entry from OMol25: a gas-phase ion, C6H14NO (charge +1) in a non-equilibrium geometry (wB97M-V/def2-TZVPD).

Last column: Mulliken charge in e.
Positions of all 22 atoms, in Å:
N (0.83688, -1.47428, 1.98322)  -0.21
C (-0.46321, -1.77933, 1.30170)  -0.74
C (-1.48124, -0.62610, 1.24905)  -0.43
C (-0.98213, 0.77608, 1.05092)  -0.81
C (-0.00634, 1.01071, -0.10021)  -0.75
C (-0.44908, 0.52404, -1.52211)  -0.28
C (0.63235, 1.09594, -2.45618)  -0.17
O (1.77342, 0.75525, -2.33253)  -0.45
H (1.35728, -0.76772, 1.45158)  0.28
H (0.72147, -1.05710, 2.91518)  0.39
H (1.46468, -2.27371, 2.14012)  0.40
H (-0.91054, -2.57116, 1.90716)  0.37
H (-0.32461, -2.22063, 0.32187)  0.37
H (-2.13132, -0.98816, 0.44632)  0.30
H (-2.15548, -0.60028, 2.10556)  0.42
H (-1.84438, 1.42586, 0.83673)  0.40
H (-0.61377, 1.25997, 1.95809)  0.31
H (0.92824, 0.47566, 0.13908)  0.08
H (0.37906, 2.01222, -0.26648)  0.60
H (-0.35527, -0.55910, -1.55118)  0.22
H (-1.42818, 0.95013, -1.72852)  0.33
H (0.38542, 1.80777, -3.25919)  0.38

The frontier orbital gap comes out at 9.13 eV. The value obtained for the HOMO energy is -12.9 eV. As for the SMILES: [NH3+]CCCCCC=O. The calculation puts the relative energy (zero: lowest compared OMol25 entry of this formula, charge and spin) at 96.2 kJ/mol. As for the net charge: +1.

=====

Entry from OMol25: 8 unconnected molecules or ions with the total composition C45H41F7O in a non-equilibrium geometry (wB97M-V/def2-TZVPD).

Last column: Mulliken charge in e.
Positions of all 94 atoms, in Å:
F (-57.51298, 5.91249, -1.37694)  -0.32
C (-56.33877, 6.26782, -0.83831)  0.61
C (-55.25094, 6.05714, -1.64745)  -0.56
C (-54.02460, 6.42040, -1.13623)  -0.17
C (-53.85351, 6.84980, 0.17021)  -0.73
C (-54.99842, 7.04090, 0.95047)  -0.13
C (-56.28666, 6.77012, 0.43688)  -0.63
H (-55.25842, 5.78997, -2.69385)  0.38
H (-53.18474, 6.28202, -1.80098)  0.35
H (-52.84680, 7.00962, 0.52714)  0.42
H (-54.95150, 7.40940, 1.96457)  0.34
H (-57.18882, 6.85534, 1.02446)  0.42
F (-51.12827, 2.29618, -2.65616)  -0.30
C (-50.25436, 2.26442, -1.61132)  0.18
C (-49.06596, 2.96841, -1.73763)  -0.24
C (-48.17792, 3.04540, -0.63504)  -0.52
C (-48.60977, 2.49793, 0.57475)  -0.27
C (-49.90061, 1.85688, 0.73065)  -0.58
C (-50.69133, 1.78873, -0.40564)  -0.17
H (-48.79060, 3.42437, -2.67713)  0.40
H (-47.21146, 3.51723, -0.73367)  0.39
H (-47.95206, 2.68948, 1.40970)  0.33
H (-50.17147, 1.38289, 1.66251)  0.38
H (-51.63682, 1.26676, -0.40141)  0.40
F (-41.30104, 5.58503, -2.12580)  -0.29
C (-41.12367, 5.96810, -0.82887)  0.46
C (-40.73454, 4.99504, 0.11533)  -0.43
C (-40.57428, 5.41333, 1.44650)  -0.25
C (-40.82318, 6.72250, 1.85538)  -0.58
C (-41.14707, 7.67534, 0.80874)  -0.39
C (-41.43583, 7.29683, -0.44675)  -0.43
H (-40.65897, 3.98151, -0.24997)  0.40
H (-40.22361, 4.59337, 2.05567)  0.33
H (-40.65302, 7.16435, 2.82606)  0.40
H (-41.26608, 8.69749, 1.13652)  0.37
H (-41.79409, 7.98011, -1.20250)  0.41
F (-40.03130, 13.07769, -2.85454)  -0.30
C (-40.59762, 14.14175, -3.51752)  0.33
C (-41.94988, 14.29974, -3.51823)  -0.33
C (-42.54903, 15.33908, -4.26673)  -0.45
C (-41.69100, 16.24180, -4.87854)  -0.39
C (-40.28706, 16.09304, -4.89825)  -0.41
C (-39.72290, 14.98617, -4.23363)  -0.35
H (-42.54274, 13.56320, -2.99628)  0.40
H (-43.62591, 15.40953, -4.30899)  0.40
H (-42.17472, 16.97141, -5.51106)  0.32
H (-39.63329, 16.79030, -5.40105)  0.37
H (-38.66637, 14.76968, -4.17653)  0.40
F (-42.77393, 13.74288, 3.28327)  -0.29
C (-42.78478, 14.30826, 4.52037)  0.25
C (-41.64438, 14.71594, 5.18915)  -0.30
C (-41.71781, 15.34613, 6.43732)  -0.45
C (-42.95087, 15.53601, 6.96528)  -0.32
C (-44.13143, 15.10117, 6.32130)  -0.53
C (-44.04808, 14.49180, 5.10153)  -0.26
H (-40.66630, 14.66889, 4.73358)  0.38
H (-40.82849, 15.68661, 6.94682)  0.39
H (-43.02949, 15.93503, 7.96579)  0.34
H (-45.07944, 15.41652, 6.73147)  0.38
H (-44.91817, 14.19352, 4.53550)  0.42
F (-45.52673, 10.07908, -5.22003)  -0.29
C (-46.26672, 11.04980, -5.77732)  0.38
C (-45.87852, 11.54890, -7.02068)  -0.41
C (-46.64566, 12.53042, -7.63282)  -0.31
C (-47.79512, 13.06343, -7.02087)  -0.50
C (-48.19482, 12.55803, -5.80629)  -0.31
C (-47.43032, 11.56009, -5.15637)  -0.47
H (-44.94601, 11.21775, -7.45331)  0.39
H (-46.42131, 12.96722, -8.59473)  0.34
H (-48.31138, 13.87045, -7.51946)  0.39
H (-49.09419, 12.94662, -5.35184)  0.36
H (-47.76836, 11.03940, -4.27262)  0.44
F (-45.94250, 9.11020, 7.68358)  -0.30
C (-44.77430, 8.48842, 7.97630)  0.32
C (-43.61972, 9.22550, 8.22750)  -0.41
C (-42.42768, 8.52188, 8.42971)  -0.39
C (-42.46468, 7.11598, 8.57022)  -0.34
C (-43.59225, 6.40016, 8.44514)  -0.42
C (-44.77481, 7.07178, 8.13237)  -0.28
H (-43.49684, 10.27090, 7.98577)  0.40
H (-41.51709, 9.06764, 8.62811)  0.37
H (-41.50601, 6.67540, 8.80102)  0.33
H (-43.49742, 5.32730, 8.52515)  0.36
H (-45.66999, 6.49238, 7.96102)  0.37
C (-46.81081, 8.40459, 2.64383)  -1.09
C (-47.02836, 8.80478, 1.17459)  0.75
C (-46.11814, 9.98235, 0.71023)  -0.91
O (-47.89751, 8.36473, 0.40363)  -0.58
H (-47.55128, 7.66300, 2.94355)  0.32
H (-46.97396, 9.21363, 3.35584)  0.33
H (-45.83937, 7.91579, 2.71785)  0.30
H (-45.36969, 10.30311, 1.43481)  0.31
H (-46.61874, 10.94239, 0.58436)  0.31
H (-45.77024, 9.61614, -0.25567)  0.27

The frontier orbital gap comes out at 9.35 eV. The value obtained for the HOMO energy is -9.1 eV. As for the SMILES: Fc1ccccc1.Fc1ccccc1.Fc1ccccc1.Fc1ccccc1.Fc1ccccc1.Fc1ccccc1.Fc1ccccc1.CC(C)=O. The calculation puts the relative energy (zero: lowest compared OMol25 entry of this formula, charge and spin) at 228.0 kJ/mol.

=====

Entry from OMol25: 2 unconnected molecules or ions with the total composition C2H5NO in a non-equilibrium geometry (wB97M-V/def2-TZVPD).

Last column: Mulliken charge in e.
Positions of all 9 atoms, in Å:
C (-0.10166, -0.43109, 0.77815)  -0.61
C (-0.48945, 0.76412, -0.01098)  -0.69
N (0.96520, 0.34305, -1.87506)  0.11
O (1.28086, -0.80116, -1.73787)  -0.19
H (0.21827, -0.12185, 1.81958)  0.24
H (-1.05121, -0.88870, 1.10649)  0.24
H (0.57648, -1.19004, 0.19194)  0.23
H (-0.14899, 1.69513, 0.47181)  0.30
H (-1.24949, 0.63055, -0.74407)  0.37

The frontier orbital gap (spin up / spin down) comes out at 8.01 / 8.31 eV. The value obtained for the HOMO energy (spin up / spin down) is -8.0 / -8.7 eV. The calculation puts the relative energy (zero: lowest compared OMol25 entry of this formula, charge and spin) at 513.3 kJ/mol.

=====

Entry from OMol25: a single C13H18N2O3S molecule (wB97M-V/def2-TZVPD).

Last column: Mulliken charge in e.
Positions of all 37 atoms, in Å:
C (3.32142, -1.84423, 4.07904)  -1.09
C (2.09704, -2.65277, 3.67472)  -0.25
O (1.67270, -2.32810, 2.34871)  -0.31
C (0.89401, -1.25771, 2.20192)  0.46
O (0.51926, -0.56040, 3.10826)  -0.61
C (0.55984, -1.04034, 0.74020)  -1.16
C (-0.62439, -0.09198, 0.59333)  -0.09
C (-1.95256, -0.84034, 0.52407)  0.43
O (-2.08978, -2.04220, 0.60541)  -0.69
N (-2.96947, 0.00269, 0.23226)  -0.11
C (-2.80198, 1.43599, 0.24918)  -0.57
C (-1.49855, 1.84663, -0.48934)  -0.74
N (-0.53092, 0.77014, -0.58116)  0.10
C (-0.59817, 0.05070, -1.84895)  -0.73
C (-0.04092, 0.90730, -2.93528)  0.32
C (-0.60465, 1.26551, -4.11962)  -0.60
C (0.22581, 2.10552, -4.89743)  -0.36
C (1.40417, 2.37782, -4.28542)  -0.55
S (1.52981, 1.61227, -2.74967)  -0.10
H (3.65767, -2.15889, 5.06275)  0.36
H (4.12531, -1.99566, 3.36267)  0.30
H (3.07253, -0.78646, 4.11337)  0.31
H (2.32083, -3.72091, 3.64661)  0.32
H (1.27059, -2.46190, 4.36672)  0.31
H (0.34518, -2.01519, 0.29962)  0.34
H (1.43831, -0.61069, 0.25440)  0.41
H (-0.63336, 0.56537, 1.47258)  0.60
H (-3.89834, -0.38631, 0.16711)  0.28
H (-2.75380, 1.79152, 1.28690)  0.23
H (-3.67033, 1.89583, -0.22490)  0.43
H (-1.72404, 2.19096, -1.49995)  0.42
H (-1.03484, 2.67613, 0.05416)  0.32
H (0.00734, -0.85377, -1.75271)  0.44
H (-1.62049, -0.25477, -2.12246)  0.32
H (-1.57950, 0.93670, -4.43477)  0.43
H (-0.05002, 2.48724, -5.86405)  0.39
H (2.21426, 2.98429, -4.63829)  0.43

The frontier orbital gap comes out at 9.32 eV. The value obtained for the HOMO energy is -8.6 eV. As for the SMILES: CCOC(=O)C[C@@H]1C(=O)NCCN1Cc1cccs1. The calculation puts the relative energy (zero: lowest compared OMol25 entry of this formula, charge and spin) at 123.2 kJ/mol.

=====

Entry from OMol25: a molecular structure, C3H11NOS2 in a non-equilibrium geometry (wB97M-V/def2-TZVPD).

Last column: Mulliken charge in e.
Positions of all 18 atoms, in Å:
N (-2.18169, -2.00968, 0.56610)  -0.51
C (-1.03671, -1.07528, 0.86244)  -0.23
C (-1.02271, 0.33821, 0.38065)  -0.72
S (0.80364, 1.21989, -0.43284)  -0.23
S (2.08164, -0.33346, -0.69994)  -0.04
C (3.31079, 0.09020, 0.49652)  -0.81
H (-3.07569, -1.55723, 0.61665)  0.20
H (-2.08595, -2.63370, -0.26963)  0.22
H (-0.97677, -1.03394, 1.97118)  0.21
H (-0.13133, -1.65401, 0.53881)  0.23
H (-0.28298, 0.27549, -0.70997)  0.11
H (-1.57074, 1.06112, 1.06630)  0.57
H (2.79082, -0.03310, 1.52162)  0.27
H (3.97157, -0.75027, 0.49657)  0.33
H (3.96932, 0.93967, 0.35383)  0.33
H (-4.39370, 1.77639, -0.08205)  0.31
H (-3.22287, 0.73503, -0.03283)  0.43
O (-4.17406, 0.83009, -0.21831)  -0.70

The frontier orbital gap comes out at 7.88 eV. The value obtained for the HOMO energy is -7.8 eV. The calculation puts the relative energy (zero: lowest compared OMol25 entry of this formula, charge and spin) at 488.6 kJ/mol.

=====

Q: What is the relative energy (zero: lowest compared OMol25 entry of this formula, charge and spin) in the third record?
A: 228.0 kJ/mol

=====

Q: Which of these has the lowest relative energy (zero: lowest compared OMol25 entry of this formula, charge and spin)?
A: C6H14NO

=====

Q: Which of these has the lowest relative energy (zero: lowest compared OMol25 entry of this formula, charge and spin)?
A: C6H14NO

=====

Q: The highest relative energy (zero: lowest compared OMol25 entry of this formula, charge and spin) belongs to which entry?
A: C2H5NO